## a
C4H11NS | wB97M-V/def2-TZVPD

Properties
- LUMO level: 1.06 eV
- SMILES: CNCCSC

```
17
Properties=species:S:1:pos:R:3:mulliken_charge:R:1
C -2.70521 -0.65308 -0.15139 -0.9161
N -1.41401 -0.40730 0.36408 -0.3748
C -0.83086 0.74710 -0.31735 -0.6143
C 0.64182 0.86231 0.08450 -0.6886
S 1.64832 -0.38921 -0.75400 -0.1154
C 3.06778 -0.42744 0.36778 -0.8811
H -3.29370 0.29997 -0.25339 0.2939
H -3.28819 -1.30871 0.49435 0.2889
H -2.65790 -1.05815 -1.15927 0.3416
H -0.77922 -1.23995 0.20322 0.2750
H -1.42448 1.64630 -0.11553 0.3953
H -0.91705 0.68843 -1.43613 0.2883
H 1.04705 1.85256 -0.24751 0.3284
H 0.76015 0.68009 1.09954 0.4383
H 3.98905 -0.40750 -0.17314 0.3424
H 3.06749 -1.29851 0.98357 0.2864
H 3.08897 0.41309 1.01066 0.3118
```



## b
C4H11NS | wB97M-V/def2-TZVPD

Properties
- LUMO level: -2.13 eV

```
17
Properties=species:S:1:pos:R:3:mulliken_charge:R:1
C -0.47016 -1.70517 1.09311 -0.7185
C 0.99395 -0.48558 1.19516 -0.4742
N 0.93175 -1.83349 0.74234 -0.3648
H -0.50826 -1.79838 2.17956 0.3470
H -0.97648 -2.64480 0.69107 0.2776
H -1.08155 -0.87376 0.66269 0.2842
H 1.30067 -0.44535 2.24934 0.3332
H 1.61322 0.17388 0.64214 0.3874
H 1.02229 -1.71796 -0.29521 0.3005
C -0.94816 2.06922 0.39248 -0.8885
C -0.01154 1.69593 -0.77438 -0.5318
S -0.16223 0.00435 -1.41266 -0.3625
H -1.97321 1.72441 0.19997 0.2677
H -0.84275 3.13145 0.59583 0.3573
H -0.66870 1.51006 1.31688 0.1972
H 1.05903 1.88238 -0.65579 0.2970
H -0.25532 2.37651 -1.61843 0.2912
```



## c
C4H11NS | wB97M-V/def2-TZVPD

Properties
- LUMO level: 0.92 eV
- SMILES: NCCCCS

```
17
Properties=species:S:1:pos:R:3:mulliken_charge:R:1
N -0.82020 0.26682 -1.80596 -0.5993
C -1.13789 -0.62460 -0.68192 -0.5282
C 0.16214 -1.19353 -0.07025 -0.8206
C 1.21904 -0.13594 0.18834 -0.6396
C 0.77522 1.14206 0.92058 -0.6713
S -0.25669 0.64420 2.35807 -0.2658
H -1.72166 0.59343 -2.16387 0.2328
H -0.53268 -0.32081 -2.58605 0.2265
H -1.67603 -0.11805 0.11005 0.4185
H -1.65918 -1.52414 -1.04093 0.3413
H -0.07763 -1.72711 0.85595 0.3328
H 0.55632 -1.95086 -0.74696 0.3886
H 1.65919 0.20844 -0.75200 0.3118
H 2.03974 -0.52837 0.78307 0.3889
H 0.23992 1.83674 0.28632 0.3702
H 1.64588 1.61825 1.35409 0.3988
H -0.41549 1.81348 2.99147 0.1146
```



## d
C4H11NS | wB97M-V/def2-TZVPD

Properties
- LUMO level: 0.89 eV
- SMILES: C=NC.CSC

```
17
Properties=species:S:1:pos:R:3:mulliken_charge:R:1
C -2.22054 2.45405 -2.91055 -0.2587
N -3.36219 2.62449 -3.46440 -0.3812
C -4.44897 2.84720 -2.52235 -0.7743
H -1.33593 2.24977 -3.49612 0.2674
H -2.32317 2.32025 -1.83699 0.2478
H -4.17170 3.45255 -1.66273 0.3135
H -4.83625 1.86313 -2.20851 0.3086
H -5.34930 3.23858 -3.00174 0.2771
C 2.72098 -0.57355 2.64566 -0.7759
S 1.78893 -1.97029 2.08368 -0.0603
C 3.05383 -3.03086 1.38034 -0.8996
H 3.66582 -0.44740 2.12457 0.2737
H 2.96238 -0.71878 3.70299 0.2548
H 2.13216 0.34036 2.60097 0.2906
H 2.60085 -3.98242 1.08384 0.2942
H 3.32954 -2.65697 0.38499 0.2982
H 3.96799 -3.31606 1.90380 0.3242
```



Most favorable structure: c. The second most favorable one is 44.6 kJ/mol above it.



## a
C4H3F3 | wB97M-V/def2-TZVPD

Properties
- LUMO level: 0.38 eV

```
10
Properties=species:S:1:pos:R:3:mulliken_charge:R:1
C -1.88833 -1.37277 0.36006 0.2144
C -1.25484 -0.36130 0.30954 -0.4571
C -0.50294 0.75976 0.18594 -0.2719
C 1.55135 0.09227 -0.33631 0.2212
F -0.70323 1.55436 -0.89347 -0.2527
F 1.51217 -1.08787 -1.08693 -0.2324
F 2.32000 -0.12170 0.65182 -0.1958
H -2.58173 -2.09725 0.61187 0.4684
H -0.23451 1.57339 1.04301 0.2491
H 1.78206 1.06112 -0.84552 0.2570
```



## b
C4H3F3 | wB97M-V/def2-TZVPD

Properties
- LUMO level: 0.96 eV

```
10
Properties=species:S:1:pos:R:3:mulliken_charge:R:1
C -0.63679 -0.75106 -0.69054 -0.3047
C 0.56924 -0.91388 -0.19326 -0.7731
C -0.77347 0.62578 -0.00231 -0.2851
C 0.75151 0.48765 0.33728 1.1780
F -1.57075 0.48399 1.20973 -0.2984
F 1.52689 1.36486 -0.39629 -0.2950
F 1.26006 0.51864 1.53960 -0.2728
H -1.30708 -1.50834 -1.09233 0.3599
H 1.14829 -1.85425 -0.22665 0.3344
H -0.96791 1.54663 -0.48523 0.3567
```



Most favorable structure: b. The second most favorable one is 288.7 kJ/mol above it.



## a
H24O12 | wB97M-V/def2-TZVPD

Properties
- LUMO level: -0.55 eV
- SMILES: O.O.O.O.O.O.O.O.O.O.O.O

```
36
Properties=species:S:1:pos:R:3:mulliken_charge:R:1
O 0.30689 -0.72621 -0.12275 -0.4501
H 0.28189 -0.73216 -1.12696 0.3539
H 0.16000 0.11172 0.19558 0.2237
O -3.40991 2.56313 2.25844 -0.6026
H -2.92879 2.31392 1.42782 0.3125
H -3.63907 1.80315 2.68356 0.2916
O 1.81703 0.33535 3.27609 -0.6348
H 2.36174 -0.36480 3.78880 0.3220
H 2.08348 0.45546 2.35556 0.2947
O -0.71038 -3.46760 -1.03873 -0.6091
H -0.03586 -3.09700 -1.57202 0.2866
H -0.24366 -4.29921 -0.62463 0.2837
O 2.56353 3.69210 -2.01927 -0.6011
H 3.52948 3.54685 -2.06180 0.3256
H 2.07200 3.12729 -2.53823 0.2867
O -4.10744 0.20210 -0.90747 -0.6159
H -4.22304 0.69845 -1.70457 0.3218
H -3.15035 0.09466 -0.69769 0.2404
O 1.90216 -2.57511 0.95306 -0.5087
H 2.15419 -3.36922 0.61500 0.2678
H 0.97995 -2.55857 0.66253 0.2963
O -2.39011 -0.85904 -2.90981 -0.6095
H -2.30539 -1.12701 -2.01309 0.3329
H -1.50423 -1.04046 -3.27869 0.2863
O 0.62243 4.00570 0.88738 -0.6306
H 0.84772 3.21638 1.34794 0.2971
H 1.57982 4.36276 0.67072 0.3241
O -0.49943 0.90810 -1.66245 -0.5241
H 0.45868 1.03062 -1.53121 0.2361
H -0.83383 1.60572 -2.11959 0.2288
O -2.51925 -2.22167 2.32583 -0.5998
H -2.21607 -1.72680 3.11681 0.3125
H -2.83304 -1.62051 1.73322 0.2714
O 4.67858 -1.70450 -0.39660 -0.6390
H 5.32711 -1.17007 0.16223 0.3212
H 3.82315 -1.41352 -0.13504 0.3080
```



## b
H24O12 | wB97M-V/def2-TZVPD

Properties
- LUMO level: -0.20 eV
- SMILES: O.O.O.O.O.O.O.O.O.O.O.O

```
36
Properties=species:S:1:pos:R:3:mulliken_charge:R:1
O -2.72110 2.95315 0.02815 -0.6449
H -1.99617 2.74959 0.56353 0.3079
H -3.04645 2.24774 -0.59033 0.3519
O -2.35102 0.48463 -0.92671 -0.6941
H -1.61485 0.11207 -0.51396 0.4493
H -2.70612 -0.41744 -1.32933 0.3114
O -0.26171 -0.00401 0.27155 -0.8005
H 0.50279 -0.54330 0.55247 0.4484
H -0.74087 0.35003 1.08572 0.3048
O 3.63224 -0.02985 0.96230 -0.6586
H 3.10494 0.50411 0.48575 0.3696
H 4.18032 -0.18063 0.13635 0.3472
O -1.89740 -2.56592 -1.45310 -0.7018
H -1.15940 -2.58753 -0.73112 0.4237
H -1.62533 -3.11667 -2.31507 0.2970
O 0.12478 2.96362 1.46053 -0.5935
H 0.35869 2.45876 2.32266 0.3725
H 0.12709 3.85747 1.43214 0.2405
O 0.41667 -3.37125 -0.51250 -0.6629
H 0.64282 -2.84413 0.13393 0.3409
H 0.08365 -4.23445 -0.01339 0.3220
O 1.46846 1.76742 0.06648 -0.8873
H 0.99680 2.06284 0.85038 0.4671
H 1.01966 0.97228 -0.02111 0.4133
O 1.55588 -1.64960 1.41154 -0.6511
H 1.59365 -1.94058 2.24849 0.2088
H 2.42432 -1.19058 1.16247 0.3379
O -1.81791 0.80594 2.50614 -0.6929
H -2.09679 1.69649 2.82055 0.3028
H -2.81187 0.44270 2.42591 0.3435
O 2.48340 -1.25407 -2.07944 -0.6028
H 3.12678 -1.83021 -1.67344 0.3128
H 1.71350 -1.83411 -1.60766 0.2969
O -0.63615 1.31056 -3.09218 -0.6504
H -0.93480 0.72986 -3.77139 0.2724
H -1.13852 1.12504 -2.29629 0.3980
```



Most favorable structure: a. The second most favorable one is 63.5 kJ/mol above it.



## a
H24O12 | wB97M-V/def2-TZVPD

Properties
- LUMO level: -0.41 eV

```
36
Properties=species:S:1:pos:R:3:mulliken_charge:R:1
H -1.30677 0.28674 -0.83003 0.2501
H -0.05877 0.53774 0.00034 0.3601
H 0.87380 -1.26546 -2.28168 0.2743
H -0.45959 -1.08332 -1.57532 0.1983
H -2.20207 1.46038 0.78175 0.3071
H -1.92589 0.76687 2.10569 0.2714
H 2.03990 -0.23523 3.99553 0.3180
H 2.79913 0.16540 2.74129 0.3097
H 1.94024 3.15269 0.11169 0.3304
H 1.32709 2.60579 -1.16698 0.2217
H 1.79054 3.01736 3.12560 0.3030
H 2.56442 2.33914 4.24416 0.3391
H 2.45285 -1.09221 -0.57603 0.3342
H 2.13523 0.39401 -0.59296 0.2701
H -0.83957 -4.91467 -2.89011 0.3110
H -1.58985 -3.59879 -2.76527 0.2997
H 1.03612 5.97298 -1.29030 0.3037
H 0.65565 4.51264 -1.10953 0.2954
H -3.95788 -0.61302 -1.94104 0.3058
H -3.82622 0.85349 -1.56413 0.3132
H 1.76393 -4.04599 1.80337 0.3139
H 1.57929 -2.98595 0.72994 0.2976
H -4.12635 -4.08019 -0.37593 0.3104
H -3.86768 -2.62189 -0.71725 0.2715
O -0.90669 0.93091 -0.23508 -0.5506
O 0.46150 -0.80110 -1.54455 -0.5139
O -1.53789 1.38502 1.47614 -0.5629
O 2.92661 -0.03436 3.67555 -0.6392
O 1.73124 2.32612 -0.33786 -0.6204
O 2.42587 3.19726 3.82772 -0.6336
O 2.12376 -0.39194 -1.15075 -0.5346
O -1.72344 -4.55331 -2.75900 -0.6115
O 1.16534 5.22135 -0.70095 -0.6161
O -3.54639 0.21079 -2.22566 -0.6334
O 2.24353 -3.56612 1.11875 -0.6101
O -4.16096 -3.45315 -1.10711 -0.5836
```



## b
H24O12 | wB97M-V/def2-TZVPD

Properties
- LUMO level: -0.67 eV
- SMILES: O.O.O.O.O.O.O.O.O.O.O.O

```
36
Properties=species:S:1:pos:R:3:mulliken_charge:R:1
O -17.70411 5.04321 -0.72660 -0.7534
H -17.53896 5.58075 0.04800 0.4667
H -16.85468 4.98523 -1.16402 0.4267
O -13.67592 1.89758 -2.10614 -0.6242
H -13.86399 2.50991 -2.81741 0.2597
H -13.21369 1.17365 -2.52862 0.3154
O -13.52852 7.20350 -2.89475 -0.6103
H -14.29654 7.27442 -3.46163 0.2566
H -12.85410 7.71741 -3.33894 0.2687
O -13.71788 6.68135 -0.06732 -0.6304
H -13.46853 6.79161 -0.98487 0.3208
H -13.30282 5.86038 0.19718 0.3351
O -14.33424 3.82819 -4.07619 -0.6138
H -13.45105 3.67178 -4.41047 0.1642
H -14.80803 4.20561 -4.81734 0.2767
O -16.20364 1.72957 -4.11802 -0.6653
H -16.62024 2.21650 -3.40698 0.3943
H -15.39751 2.21269 -4.29962 0.3646
O -16.62792 6.49216 1.45452 -0.7051
H -16.29298 7.01828 2.18063 0.2922
H -15.86369 6.33386 0.90033 0.3397
O -15.34368 4.89454 -1.89803 -0.3876
H -14.90105 4.47058 -2.63326 0.0793
H -14.82506 4.64912 -1.13184 0.4814
O -17.96756 6.18523 -4.21354 -0.6387
H -17.63656 6.21007 -3.31574 0.3160
H -18.73444 6.75795 -4.20252 0.3009
O -13.56746 3.87721 -0.21754 -0.6796
H -13.49135 3.32089 -0.99275 0.2574
H -13.12891 3.38402 0.47577 0.2919
O -18.22483 3.14587 -2.96449 -0.6833
H -18.51203 3.54839 -3.78408 0.3169
H -18.10992 3.88165 -2.36312 0.3848
O -11.70544 5.05884 -2.56755 -0.5549
H -12.41274 5.62819 -2.87052 0.3421
H -11.52282 4.48593 -3.31231 0.2945
```



## c
H24O12 | wB97M-V/def2-TZVPD

Properties
- LUMO level: -0.14 eV
- SMILES: O.O.O.O.O.O.O.O.O.O.O.O

```
36
Properties=species:S:1:pos:R:3:mulliken_charge:R:1
O 0.18465 -0.10141 -0.45938 -0.6198
H 0.02167 -0.71537 0.26755 0.2764
H 0.73692 0.57971 -0.00191 0.3201
O -1.57838 2.25345 2.80441 -0.5863
H -1.71985 1.50762 2.28214 0.2571
H -0.71823 2.15007 3.23029 0.3025
O -0.48267 -4.79189 2.41870 -0.6499
H 0.35548 -4.27833 2.67590 0.3275
H -1.18559 -4.11692 2.51382 0.3218
O 2.14709 0.67995 -1.78696 -0.6867
H 1.85665 1.47425 -1.48740 0.3322
H 1.42694 0.07542 -2.00462 0.3293
O -1.55117 3.91030 1.97520 -0.4929
H -1.11844 3.93771 1.14968 0.2862
H -1.80600 4.90531 2.10986 0.2342
O -2.10707 -3.77668 -1.41892 -0.5935
H -1.58728 -4.39505 -1.02484 0.2969
H -2.73075 -4.18189 -2.00600 0.3003
O 0.02712 -0.60677 -3.94159 -0.6089
H 0.77272 -0.20242 -3.58046 0.3368
H -0.80046 -0.35629 -3.47318 0.3089
O 2.14259 -2.48261 -2.59149 -0.6259
H 2.02279 -2.14508 -3.47131 0.3076
H 1.56125 -3.28964 -2.60003 0.3174
O -4.53630 -1.96920 1.19845 -0.6013
H -5.36992 -1.47447 1.12203 0.3161
H -4.08241 -1.60726 0.51038 0.2844
O 2.94241 2.70364 -3.11263 -0.6463
H 2.33624 2.00356 -3.29785 0.3406
H 3.81640 2.37279 -3.35014 0.3114
O 1.45989 0.08595 4.28162 -0.6023
H 1.39193 -0.05344 5.17927 0.3022
H 0.58444 -0.18123 3.97266 0.2970
O 1.46240 3.98996 0.71337 -0.5857
H 2.27445 4.02325 0.28924 0.2829
H 1.07676 4.81012 0.34870 0.3098
```



Most favorable structure: b. The second most favorable one is 459.6 kJ/mol above it.